The following is a DFT calculation (ωB97M-V/def2-TZVPD) of a single C7H14OS molecule.

```
23
Properties=species:S:1:pos:R:3:mulliken_charge:R:1
C -3.023 -0.854 -0.023 -1.20
C -1.769 -0.014 0.333 0.40
C -1.598 1.445 -0.057 -1.13
S -0.249 -0.784 0.057 0.83
O -0.391 -2.389 0.241 -0.78
C 0.839 -0.309 1.478 -1.06
C 2.166 0.149 0.808 -0.37
C 2.442 -0.687 -0.385 -0.48
C 1.217 -0.778 -1.143 -0.77
H -3.695 -0.578 0.822 0.32
H -3.564 -0.652 -0.927 0.32
H -2.865 -1.960 -0.072 0.34
H -0.632 1.853 0.482 0.20
H -2.558 2.029 0.092 0.35
H -1.361 1.448 -1.066 0.31
H 1.031 -1.217 2.103 0.39
H 0.292 0.356 2.074 0.52
H 3.046 0.050 1.559 0.29
H 1.956 1.200 0.487 0.23
H 3.213 -0.147 -0.927 0.29
H 2.924 -1.702 -0.161 0.28
H 1.026 -0.144 -2.025 0.39
H 0.822 -1.826 -1.521 0.31
```

## Properties
Energy relative to the best compared isomer or geometry (same formula, charge and spin)   5.214 eV
HOMO energy   -7.23 eV
2S+1   1
Charge   0
LUMO   0.78 eV
Molar mass   146.26 g/mol
Strongest force on any atom   6.44 eV/A
Orbital gap   8.009 eV